No. 1
{"formula": "C28H52Cl12OP", "method": "wB97M-V/def2-TZVPD", "e_homo_ev": -11.26, "total_charge": 1, "symbols": ["Cl", "Cl", "Cl", "Cl", "Cl", "Cl", "Cl", "Cl", "Cl", "Cl", "Cl", "Cl", "P", "O", "C", "C", "C", "C", "C", "C", "C", "C", "C", "C", "C", "C", "C", "C", "C", "C", "C", "C", "C", "C", "C", "C", "C", "C", "C", "C", "C", "C", "H", "H", "H", "H", "H", "H", "H", "H", "H", "H", "H", "H", "H", "H", "H", "H", "H", "H", "H", "H", "H", "H", "H", "H", "H", "H", "H", "H", "H", "H", "H", "H", "H", "H", "H", "H", "H", "H", "H", "H", "H", "H", "H", "H", "H", "H", "H", "H", "H", "H", "H", "H"], "coordinates": [[0.6803, -2.0475, -3.6150], [-4.5665, 4.4579, -0.0104], [5.0781, -0.7879, -3.3611], [-0.5667, 4.1307, -0.5680], [-1.3081, -1.0206, -9.6677], [-7.4915, 3.1537, 1.1841], [1.5265, -4.7403, 3.5980], [-0.2512, 1.2347, -7.3374], [4.1547, -1.0144, -6.6372], [1.2823, -7.8616, 4.9448], [1.7773, 6.4600, 0.2696], [-0.9614, 0.2216, -1.7039], [0.9206, -0.9776, 2.7741], [1.3291, 1.5900, 4.4529], [1.4927, -1.6152, 0.1254], [1.8736, 2.9258, 2.3534], [4.2447, -2.1529, -4.1501], [-3.1296, -1.9227, 2.7313], [-5.7852, 5.2897, 0.9929], [3.7588, -2.8683, -0.5376], [0.0615, 0.5610, -3.1274], [4.6921, -2.3458, -5.5807], [0.3772, -0.6149, -9.2580], [-2.9879, 0.2225, 0.7088], [2.2320, -1.4016, 1.4997], [-5.5395, 0.6080, 0.6959], [1.8180, -0.8031, 4.4214], [-6.4454, 4.3559, 1.9823], [0.6347, -6.3515, 5.6271], [0.1405, 6.7674, -0.3658], [0.1669, -5.3971, 4.5522], [-0.4936, -2.1990, 2.8164], [1.6752, 2.8775, 3.9229], [2.3788, -2.2787, -1.0168], [0.5454, -0.2970, -7.7903], [-1.8026, -1.5072, 2.2359], [-4.2887, -0.1730, 1.2313], [-1.8076, -0.4532, 1.2172], [-4.3281, -1.2405, 2.2180], [-0.0449, -0.5216, -4.1741], [2.4177, 0.6759, 4.4025], [-0.8603, 5.7469, 0.1247], [-0.1495, 7.7620, -0.0262], [1.5234, 2.0132, 1.8071], [0.9844, -1.4819, -9.5193], [0.4415, 0.3173, 2.4680], [3.1717, -1.9735, -4.0865], [-0.8155, -0.1177, 0.8344], [-1.0807, -0.7207, -4.4472], [1.1737, -0.5940, -0.2303], [4.4792, -2.0326, -0.3086], [-0.2046, -6.6261, 6.2665], [-0.2589, -3.1460, 2.2575], [1.0873, 0.6853, -2.7797], [0.6861, 0.2199, -9.8860], [0.5595, -2.2229, 0.2659], [2.5775, 3.3453, 4.3955], [3.6815, -3.5894, 0.3188], [-5.9720, 0.1181, -0.2085], [-3.2780, -2.7249, 3.4860], [1.6038, -0.1843, -7.5552], [-7.0813, 4.9259, 2.6601], [1.1238, -0.9261, 5.2892], [5.7764, -2.4191, -5.6555], [2.7511, -2.3153, 1.8889], [-2.8269, 1.0342, -0.0429], [-0.3407, -4.5460, 5.0083], [4.2601, -3.2630, -5.9820], [2.9621, 3.0525, 2.0974], [-5.1717, 1.6515, 0.4914], [-0.5271, -5.8775, 3.8634], [-6.5150, 5.7478, 0.3265], [2.9034, -0.5009, 1.4471], [0.1975, 6.7817, -1.4535], [1.4073, -5.9039, 6.2516], [-0.2737, 1.5111, -3.5441], [0.4901, -0.2204, -5.0732], [0.8027, 3.5496, 4.1574], [1.2924, 3.7915, 1.9390], [0.1392, -1.0888, -7.1608], [-5.3191, -1.5687, 2.6189], [-5.2646, 6.0849, 1.5272], [-1.8670, 6.0405, -0.1747], [4.1921, -3.4447, -1.3963], [3.0718, 0.8078, 5.3032], [1.7543, -3.0913, -1.4723], [4.4772, -3.0444, -3.5673], [-0.8413, 5.6576, 1.2105], [-5.7080, 3.8187, 2.5785], [-0.7193, -2.4805, 3.8838], [-6.2690, 0.7094, 1.5380], [3.0687, 0.7917, 3.4895], [2.6768, -1.5261, 4.4403], [2.5959, -1.4855, -1.7689]]}



No. 2
{"formula": "C28H52ClNO4S3", "method": "wB97M-V/def2-TZVPD", "e_homo_ev": -8.58, "symbols": ["Cl", "S", "S", "S", "O", "O", "O", "O", "N", "C", "C", "C", "C", "C", "C", "C", "C", "C", "C", "C", "C", "C", "C", "C", "C", "C", "C", "C", "C", "C", "C", "C", "C", "C", "C", "C", "C", "H", "H", "H", "H", "H", "H", "H", "H", "H", "H", "H", "H", "H", "H", "H", "H", "H", "H", "H", "H", "H", "H", "H", "H", "H", "H", "H", "H", "H", "H", "H", "H", "H", "H", "H", "H", "H", "H", "H", "H", "H", "H", "H", "H", "H", "H", "H", "H", "H", "H", "H", "H"], "coordinates": [[-9.8985, -3.0984, -0.9004], [2.2214, 3.0854, 1.9523], [-8.1532, -2.1125, -1.3256], [0.5373, 2.2286, -0.3643], [-4.3383, 2.5070, -0.3478], [-7.3172, -2.9643, -2.1091], [-8.5175, -0.8385, -1.8565], [-3.1783, 0.7138, -1.1923], [2.1175, 0.6077, 0.8994], [-0.3993, 3.7197, 0.0592], [1.2958, 1.1443, -4.8096], [1.6862, 1.9593, 0.9018], [-1.6569, 2.5320, 1.9747], [-3.6530, 1.3119, -0.2414], [1.7262, -2.3809, 0.8445], [-0.9847, 3.8114, 1.4651], [0.8532, -1.3832, 1.5957], [-3.1972, 2.4392, 1.7976], [-3.5644, 1.0333, 1.2340], [1.8663, -1.1344, -3.7541], [-6.6409, -0.6021, 0.3779], [3.1486, -0.5801, -3.1091], [0.2008, 2.2210, -4.9611], [3.9538, 0.3062, -0.8473], [3.5509, 0.4423, 0.6514], [1.6065, -0.1414, 2.0600], [0.7993, -0.0759, -4.0464], [2.7951, 0.2046, -1.8332], [2.6281, -3.2278, 1.7789], [-7.4394, -1.9301, 0.2946], [6.2137, -2.2144, 1.6696], [-3.8740, 3.3358, 0.7319], [4.0217, -3.5229, 1.1932], [6.2853, -0.9420, 2.5453], [-4.8423, 0.4771, 1.8540], [-5.3176, -0.8128, 1.1333], [5.1898, -3.2566, 2.1712], [0.5409, 3.1500, -4.5097], [-5.6399, 1.2167, 1.8522], [2.0893, -1.7128, -4.6477], [2.7246, -2.6901, 2.7189], [-6.7675, -2.7590, 0.4790], [7.0783, -1.0042, 3.2836], [4.1921, -2.9185, 0.3040], [4.1456, 1.2320, 1.1101], [2.4111, -0.4198, 2.7385], [0.0309, -1.0882, 0.9456], [-4.5695, -1.0954, 0.3951], [0.2307, 4.5821, -0.1446], [0.8945, 0.4769, 2.5998], [4.7983, -2.8809, 3.1125], [6.4646, -0.0763, 1.9143], [7.2087, -2.6521, 1.6851], [-1.7177, 4.6168, 1.4374], [4.6231, -0.5477, -0.9366], [0.3184, 0.2527, -3.1255], [-1.2171, 1.6379, 1.5468], [-0.7169, 1.9360, -4.4564], [-1.4598, 2.4783, 3.0433], [4.0555, -4.5567, 0.8602], [-2.8160, 0.2597, 1.3974], [6.0063, -1.9095, 0.6475], [0.4317, -1.8936, 2.4651], [-6.4380, -0.2165, -0.6159], [-3.7017, 2.4952, 2.7540], [1.9191, -0.2643, -1.3979], [2.3505, -1.9081, 0.0915], [3.6806, 0.0466, -3.8185], [-3.3056, 4.1787, 0.3578], [-4.7811, 3.7428, 1.1801], [3.7449, -1.4386, -2.8043], [-5.3937, -1.6370, 1.8364], [2.1457, 1.6065, -4.3152], [-8.2145, -1.9192, 1.0517], [-1.2092, 3.7369, -0.6668], [2.5264, 1.2139, -2.1332], [5.7119, -4.1853, 2.3836], [1.6517, 0.8116, -5.7842], [0.0082, -0.5428, -4.6338], [3.8429, -0.4773, 1.1496], [-4.6431, 0.2168, 2.8904], [1.4430, -1.8030, -3.0026], [5.3468, -0.7958, 3.0748], [1.0734, -3.0664, 0.3051], [0.0244, 2.4286, -6.0115], [2.1219, -4.1728, 1.9508], [-7.2596, 0.1378, 0.8734], [4.5407, 1.1846, -1.1097], [-0.2509, 4.1303, 2.1912]]}



No. 3
{"formula": "C28H52F3InN4O6P", "method": "wB97M-V/def2-TZVPD", "e_homo_ev": -5.20, "total_charge": -1, "symbols": ["In", "P", "F", "F", "F", "O", "O", "O", "O", "O", "O", "N", "N", "N", "N", "C", "C", "C", "C", "C", "C", "C", "C", "C", "C", "C", "C", "C", "C", "C", "C", "C", "C", "C", "C", "C", "C", "C", "C", "C", "C", "C", "C", "H", "H", "H", "H", "H", "H", "H", "H", "H", "H", "H", "H", "H", "H", "H", "H", "H", "H", "H", "H", "H", "H", "H", "H", "H", "H", "H", "H", "H", "H", "H", "H", "H", "H", "H", "H", "H", "H", "H", "H", "H", "H", "H", "H", "H", "H", "H", "H", "H", "H", "H", "H"], "coordinates": [[1.6929, -3.0551, 1.9310], [2.2185, 1.9516, 2.5269], [-1.1102, -4.8934, -1.7259], [-0.6542, -5.1286, 0.4102], [-1.2175, -3.1615, -0.3748], [0.7829, -4.0556, -0.9637], [-1.3509, -2.5342, 5.0831], [3.4420, 2.7370, 2.7353], [1.7355, 2.1038, 1.0065], [-2.8634, -0.9000, 5.4212], [1.0568, 2.5112, 3.5114], [-1.8403, -0.2178, -2.3164], [-4.8656, -0.3643, -4.8887], [-1.6312, 1.5293, -7.4006], [3.6101, 0.8006, 5.8278], [3.8729, 1.8984, 6.0094], [3.5437, -0.4776, 2.1291], [-0.4937, -4.2832, -0.6571], [1.4234, -2.9060, -0.3106], [4.8491, 3.8723, 4.9193], [2.3852, 0.1974, 2.8556], [-1.0960, 2.3036, 4.6015], [-3.5556, -3.3503, -1.4449], [4.1365, 3.3258, 6.1628], [-2.9010, -0.4831, -1.9782], [-4.1129, -2.1724, -0.6543], [0.3591, 1.8185, 0.7146], [-3.3683, 1.7671, -4.8107], [0.2766, -1.3457, -7.5699], [0.1545, 0.3815, 0.2456], [-1.0020, 0.7340, -7.9305], [6.1942, 3.2038, 4.6678], [-4.4799, 2.7410, -6.9155], [1.1901, -0.7378, -6.5116], [-4.2012, 0.5677, -4.8525], [-0.0330, -2.3949, 4.4347], [3.5353, -1.9477, 2.5600], [-4.1041, 2.9601, -5.4491], [-1.7601, -1.3793, 5.6104], [-4.2165, -0.8900, -1.4911], [-0.1643, -2.2973, 2.9362], [-0.2287, -0.3159, -8.5894], [0.1231, 1.5610, 4.0528], [1.9038, -4.7659, 2.3990], [-0.5765, -1.8202, -7.0827], [-0.8667, -0.7930, -9.3332], [1.4783, -0.2929, 2.5250], [3.5971, -1.9599, 3.6465], [0.4383, -1.4902, 4.8054], [3.1837, 3.8348, 6.3080], [-0.2201, 0.8743, 3.2925], [-0.4019, -1.2699, 2.6634], [-4.6283, -0.0755, -0.8939], [6.0742, 2.1370, 4.4772], [-1.9944, 1.9112, 4.1443], [-1.1946, 2.1436, 5.6649], [4.4814, 0.0029, 2.3917], [-0.3022, 2.0431, 1.5429], [2.4121, -2.8631, -0.7449], [-1.0316, 3.3573, 4.3732], [4.2093, 3.7305, 4.0462], [-5.1079, -2.4205, -0.2805], [0.0697, 2.4878, -0.0841], [0.8788, -0.3010, 0.6651], [2.0595, -0.2614, -6.9693], [-4.1732, -3.5615, -2.3206], [-5.1698, 1.9019, -7.0261], [0.5504, -3.2671, 4.6902], [-3.5984, 2.5419, -7.5173], [2.4999, 0.0782, 3.9208], [-5.0108, 3.1687, -4.8766], [1.5476, -1.5068, -5.8289], [6.8653, 3.3277, 5.5223], [-1.0101, -2.8930, 2.6166], [4.7396, 3.4755, 7.0602], [-2.5374, -3.1567, -1.7827], [-3.1231, 1.9824, -3.7708], [-3.4808, -1.9907, 0.2167], [-3.4640, 3.8401, -5.3668], [3.4136, -0.3803, 1.0550], [-4.9766, 3.6251, -7.3201], [0.6073, 0.1502, -9.1125], [6.6765, 3.6388, 3.7931], [4.9931, 4.9479, 5.0479], [0.1669, 0.3362, -0.8306], [-1.0604, -0.8828, 6.2965], [0.9303, -1.9970, -0.6283], [-4.8669, -1.0389, -2.3537], [-0.8283, 0.0504, 0.5600], [0.8129, -2.1284, -8.1086], [0.6668, 0.0091, -5.9138], [4.4147, -2.4753, 2.2055], [-2.4386, 1.5585, -5.3358], [0.5857, 1.0087, 4.8589], [-3.5264, -4.2457, -0.8252]]}



no.,E_tot (Ha),E_LUMO (eV),orbital gap (Ha)
1,-7036.71505,-1.768,0.3487
2,-3108.49531,-0.222,0.3073
3,-2599.69065,2.047,0.2663